Record 1
Density functional theory data (the ωB97M-V functional and the def2-TZVPD basis) for C16H42BeF3O14 as an isolated structure at a distorted geometry.

total charge = 0
expectation value of S² = 0.756
E_tot = -2002.067497 hartree
spin multiplicity = 2
F_max = 3.8 eV/Å
frontier orbital gap (spin up / spin down) = 0.2274 / 0.2234 Eh

Geometry as XYZ:
```
76
C16H42BeF3O14 | the Open Molecules 2025 dataset | the ωB97M-V functional and the def2-TZVPD basis
Be -2.3222 -0.3555 1.6174
C -4.2710 -3.1496 2.4775
O -2.8880 -3.0219 2.2415
O -4.6655 -1.8028 2.2284
C -4.9281 -4.3002 1.6897
F -5.0083 -5.5319 2.3389
F -6.2573 -3.9568 1.5283
F -4.3566 -4.4915 0.5065
C -2.0578 -4.0810 2.6603
C -0.6179 -3.5265 2.6727
H -0.1824 -3.0646 1.7866
H -0.4985 -2.7503 3.4285
H -0.0252 -4.3679 3.0316
H -2.2247 -4.8978 1.9583
H -2.2834 -4.4413 3.6640
H -4.3366 -3.4499 3.5232
C -3.3490 -1.2545 -1.8529
O -3.8706 -0.6598 -0.6801
H -2.2735 -1.0774 -1.8488
H -3.4412 -2.3404 -1.8323
H -3.6561 -0.7716 -2.7806
C 0.3906 0.6393 -0.2281
O -0.2022 -0.5271 0.3122
H 0.1382 1.4998 0.3916
H 1.4491 0.6902 -0.4832
H -0.0123 0.7099 -1.2385
C 2.1955 0.3730 -4.1412
C 2.5803 1.8722 -4.2399
O 1.5246 2.5237 -4.9883
O 0.8393 0.1572 -3.8555
H 2.8184 -0.3090 -3.5625
H 2.2203 0.0071 -5.1677
H 3.5610 2.0457 -4.6829
H 2.5093 2.3838 -3.2801
H 0.7626 1.9877 -4.7569
H 0.6331 0.5115 -2.9874
C -0.7971 -0.1902 4.6486
C -0.8797 1.3648 4.3879
O -0.9682 1.5216 2.9977
O -1.8431 -0.8520 3.9871
H -0.9858 -0.4405 5.6926
H 0.2103 -0.5615 4.4602
H -0.0236 1.8253 4.8809
H -1.7913 1.7280 4.8624
H -0.8218 2.4373 2.7496
H -2.1249 -1.5814 4.5441
C 4.9449 3.1213 -0.9761
C 4.0406 3.2895 0.2464
O 4.6559 2.7965 1.4532
O 4.8020 1.9103 -1.5949
H 5.9866 3.1466 -0.6563
H 4.6811 3.8180 -1.7718
H 3.1172 2.7353 0.0780
H 3.7178 4.3005 0.4951
H 5.1429 3.4550 1.9541
H 4.6417 1.2009 -0.9684
C -2.8818 3.8853 -3.0340
C -1.3825 3.5488 -2.6444
O -1.0475 2.1453 -2.9456
O -2.8751 4.6315 -4.2105
H -3.2401 4.4371 -2.1649
H -3.3663 2.9524 -3.3222
H -1.1518 3.5727 -1.5794
H -0.6245 4.1851 -3.1012
H -1.6433 1.6288 -2.3980
H -2.3019 4.2187 -4.8606
C 3.0584 -2.0040 1.0788
C 2.6835 -2.8880 -0.1204
O 1.8807 -2.2479 -1.0102
O 3.6831 -0.6989 0.7354
H 3.7732 -2.5261 1.7148
H 2.0877 -1.9909 1.5745
H 2.1157 -3.7654 0.1893
H 3.5801 -3.3194 -0.5653
H 1.1669 -1.7426 -0.6142
H 2.8860 -0.3201 0.3577
```

Results of the Löwdin charge analysis, in e, for atoms 1 through 6: number 1, Be, carries 1.078; number 2, C, carries -0.418; number 3, O, carries -0.177; number 4, O, carries -0.194; number 5, C, carries -0.494; number 6, F, carries 0.090

***

Record 2
Density functional theory data (the ωB97M-V functional and the def2-TZVPD basis) for C10H24AuN6O7 as an isolated structure at a distorted geometry.

total charge = +1
expectation value of S² = 2.090
E_tot = -1385.759790 hartree
spin multiplicity = 3
F_max = 4.0 eV/Å
frontier orbital gap (spin up / spin down) = 0.2144 / 0.1880 Eh

Geometry as XYZ:
```
48
C10H24AuN6O7 | the Open Molecules 2025 dataset | the ωB97M-V functional and the def2-TZVPD basis
O -0.3937 -0.8791 -3.5765
H -0.0747 -1.1858 -4.4747
Au 0.8642 0.1433 0.0806
N 1.9942 -1.2872 -1.1221
N -0.3433 -1.6158 0.0759
N 1.3320 2.2319 0.1122
N -0.9450 1.1193 0.7260
O 3.0493 -1.0423 -1.7484
O 2.3885 2.7098 -0.4270
O -2.0813 0.5298 1.0629
O -1.4454 -1.8228 0.7240
C 0.1724 -2.6853 -0.5537
C 1.3933 -2.5156 -1.2357
C 0.3321 3.0593 0.5502
C -0.8500 2.4253 1.0066
C 2.0358 -3.5669 -2.0757
H 1.7861 -3.4532 -3.1476
H 1.6962 -4.5614 -1.7526
H 3.1295 -3.5073 -1.9824
C -0.6309 -3.9089 -0.3862
H -1.6124 -3.7956 -0.8591
H -0.7852 -4.0914 0.6817
H -0.1194 -4.7655 -0.8201
C 0.5238 4.5382 0.5381
C -1.9404 3.0864 1.7805
H 1.1934 4.8755 -0.2657
H 0.9675 4.8795 1.4871
H -0.4349 5.0700 0.4168
H -2.5291 2.2917 2.2715
H -2.5790 3.6674 1.0862
H -1.4997 3.7666 2.5346
H 2.0580 1.4463 -1.8615
H -1.8371 -0.5454 0.9209
C -2.0322 -0.6141 -3.4301
H -2.3356 -1.6367 -3.2492
H -2.3065 -0.0115 -4.2935
H -1.9590 0.0037 -2.5087
O 1.2080 0.9672 -2.0861
H 0.3177 -0.3251 -3.0704
H 0.5453 1.7002 -2.0889
N -0.3059 -1.1184 4.0304
C 0.5105 -0.1792 3.4688
N 0.4396 1.0608 4.0643
O 1.2480 -0.4393 2.4937
H -1.0610 -0.8046 4.6156
H -0.4765 -1.9531 3.4621
H 1.1626 1.6925 3.7644
H 0.2302 1.0469 5.0609
```

Results of the Löwdin charge analysis, in e, for atoms 1 through 6: number 1, O, carries 0.015; number 2, H, carries 0.189; number 3, Au, carries 1.126; number 4, N, carries -0.182; number 5, N, carries -0.137; number 6, N, carries -0.239

***

Record 3
Density functional theory data (the ωB97M-V functional and the def2-TZVPD basis) for C16H22Br27N2O3 as an isolated structure at a distorted geometry.

total charge = -1
E_tot = -70456.319668 hartree
spin multiplicity = 1
F_max = 2.9 eV/Å
frontier orbital gap = 0.1379 Eh

Geometry as XYZ:
```
70
C16H22Br27N2O3 | the Open Molecules 2025 dataset | the ωB97M-V functional and the def2-TZVPD basis
C 1.5975 -1.1895 2.3868
N 0.2508 -1.3500 1.8686
C -0.5557 -2.1703 2.7119
C 0.2644 -1.8323 0.5313
O 0.9833 -2.7343 0.2325
C -0.6356 -1.1295 -0.5106
N -0.1928 0.2074 -0.7164
C 0.7585 0.1684 -1.7586
C 2.0930 0.6056 -1.1786
O 2.1650 1.9967 -0.7619
C 2.3430 2.8136 -1.8042
O 1.4520 3.4394 -2.2414
H 1.5483 -0.6976 3.3551
H 2.1861 -2.1111 2.4056
H 2.1221 -0.4970 1.7309
H -0.6056 -1.7086 3.6998
H -1.5678 -2.2091 2.3573
H -0.1810 -3.1976 2.8452
H -1.6755 -1.1754 -0.1359
H -0.5786 -1.7644 -1.4122
H 0.4859 0.7859 -2.6329
H 0.9215 -0.8569 -2.1411
H 2.9296 0.3395 -1.8434
H 2.1800 0.0102 -0.2784
H 3.3304 2.9546 -2.2654
C 1.0073 2.9584 3.4036
Br -0.5864 2.5085 4.4234
Br 2.5775 1.9801 3.9616
Br 0.6999 2.7749 1.5162
H 1.1950 4.0017 3.6102
C -5.0423 1.0998 4.2965
Br -3.7855 1.3982 5.7355
Br -6.6106 2.2108 4.4793
Br -4.1939 1.3167 2.5938
H -5.3694 0.0726 4.3620
C -4.5271 4.3498 -0.0051
Br -4.3767 5.3922 -1.6192
Br -2.8005 3.7663 0.5973
Br -5.5053 5.2826 1.3762
H -5.0957 3.4650 -0.2527
C 1.6268 -2.7886 6.8618
Br 2.4356 -3.4295 5.2335
Br 2.8086 -1.6080 7.8228
Br -0.0843 -1.9684 6.5321
H 1.4543 -3.6492 7.4904
C -2.4690 3.7763 -5.3615
Br -1.2320 3.4984 -3.9164
Br -4.2510 3.2097 -4.8910
Br -2.4497 5.6018 -5.9954
H -2.1453 3.1531 -6.1820
C 0.6315 -5.8876 -0.7662
Br 0.7753 -6.6450 -2.5354
Br -1.1980 -5.7450 -0.1965
Br 1.7047 -6.8570 0.5111
H 1.0237 -4.8773 -0.8117
C 6.2348 0.5524 6.0100
Br 5.4641 1.4312 7.5452
Br 4.9887 -0.6628 5.1937
Br 6.9374 1.8203 4.7393
H 7.0679 -0.0350 6.3659
C -2.7836 7.3980 -9.6808
Br -1.4109 6.0487 -9.6478
Br -2.8939 8.3655 -8.0158
Br -2.5639 8.5941 -11.1779
H -3.7273 6.8906 -9.8160
C 1.0259 -9.6984 -5.6419
Br -0.7508 -10.1037 -6.2713
Br 1.4571 -7.8344 -5.8827
Br 1.2841 -10.2666 -3.8207
H 1.7148 -10.2639 -6.2510
```

Results of the Löwdin charge analysis, in e, for atoms 1 through 6: number 1, C, carries -0.124; number 2, N, carries -0.168; number 3, C, carries -0.109; number 4, C, carries -0.454; number 5, O, carries 0.058; number 6, C, carries -0.285

***

Record 4
Density functional theory data (the ωB97M-V functional and the def2-TZVPD basis) for C5H8N2 in the gas phase at a distorted geometry.

total charge = 0
E_tot = -304.641415 hartree
spin multiplicity = 1
F_max = 1.1 eV/Å
frontier orbital gap = 0.3005 Eh

Geometry as XYZ:
```
15
C5H8N2 | the Open Molecules 2025 dataset | the ωB97M-V functional and the def2-TZVPD basis
C -1.2089 -0.4315 0.8557
C -0.9965 0.9108 -0.9479
C -0.0324 1.7254 -0.2175
N -0.0498 0.2885 0.2063
C 1.2156 -0.3949 -0.1577
C 1.0865 -1.8519 -0.1138
N 0.9853 -3.0019 -0.0813
H -1.8357 0.2883 1.3836
H -0.8020 -1.1822 1.5262
H -1.8693 -0.9216 0.1222
H -0.5661 0.4489 -1.8392
H 0.9266 1.9866 -0.6798
H -0.3259 2.4474 0.5479
H 1.4813 -0.1111 -1.1861
H 2.0736 -0.1074 0.4731
```

Results of the Löwdin charge analysis, in e, for atoms 1 through 6: number 1, C, carries -0.066; number 2, C, carries -0.085; number 3, C, carries -0.180; number 4, N, carries -0.256; number 5, C, carries -0.139; number 6, C, carries -0.204